246
Properties=species:S:1:pos:R:3:lowdin_charge:R:1 method="wB97M-V/def2-TZVPD" total_charge=0 e_tot_ev=-295930.8908 e_homo_ha=-0.3418 gap_ev=9.625 multiplicity=1 max_force_ev_per_a=3.6
Sr 1.43185 3.93417 -2.43836 1.588
As 0.08596 0.86538 0.39602 0.695
F -0.26976 2.24482 1.36640 -0.211
F 1.61913 0.75590 1.07579 -0.204
F 0.46308 -0.43798 -0.67867 -0.243
F -1.50482 0.93652 -0.34228 -0.233
F 0.70627 1.90583 -0.89256 -0.287
F -0.45337 -0.21687 1.55831 -0.204
As 3.33671 7.37056 -2.25215 0.722
F 2.31514 8.72877 -2.35987 -0.215
F 1.84251 6.40324 -2.60259 -0.375
F 4.13644 5.81139 -2.18852 -0.253
F 4.80928 8.24986 -2.00802 -0.219
F 2.93363 7.23896 -0.60582 -0.213
F 3.52823 7.34395 -3.94070 -0.223
C 0.58516 -4.09089 -3.70591 -0.149
C -0.53841 -3.02448 -3.61095 -0.133
C -0.68995 -2.59237 -5.08521 -0.223
O -0.26760 -3.68785 -5.86641 -0.119
C 0.88142 -4.11664 -5.17490 -0.238
H 0.25720 -5.05312 -3.38395 0.098
H 1.49722 -3.84387 -3.11875 0.120
H -0.23843 -2.17668 -2.98432 0.091
H -1.52208 -3.44573 -3.26668 0.104
H -0.01657 -1.75417 -5.29600 0.098
H -1.68533 -2.22264 -5.42311 0.108
H 1.74144 -3.40401 -5.39421 0.136
H 1.12780 -5.07543 -5.53982 0.107
C 6.36729 -1.65250 -1.00746 -0.125
O 6.13666 -0.85214 -2.13208 -0.204
C 6.32962 -1.54005 -3.37440 -0.197
C 7.68003 -1.27515 -3.89898 -0.226
O 7.75743 0.02936 -4.40192 -0.140
C 8.89701 0.38173 -5.17531 -0.170
C 8.79719 1.86237 -5.51761 -0.208
O 7.80461 2.01120 -6.49004 -0.169
C 7.63346 3.35037 -6.75436 -0.145
H 6.20834 -0.96757 -0.14371 0.094
H 7.43000 -1.97034 -0.84919 0.093
H 5.76648 -2.56300 -1.00804 0.082
H 5.59134 -1.16609 -4.07288 0.123
H 6.15081 -2.67740 -3.29482 0.154
H 7.85484 -2.02384 -4.66845 0.131
H 8.36391 -1.33939 -3.06494 0.129
H 8.98960 -0.36870 -5.99783 0.140
H 9.80829 0.24050 -4.56232 0.127
H 9.75662 2.18285 -5.94540 0.133
H 8.53507 2.40697 -4.65197 0.115
H 7.27935 3.95283 -5.88155 0.102
H 6.92719 3.36253 -7.52166 0.068
H 8.56070 3.80412 -7.16126 0.101
C -3.34748 3.14102 -6.51008 -0.106
O -4.23963 3.10879 -5.41159 -0.200
C -5.33471 2.19725 -5.48614 -0.173
C -6.06536 2.42179 -4.20543 -0.218
O -5.29810 2.00109 -3.08720 -0.160
C -6.09249 2.24634 -1.92161 -0.173
C -5.31596 1.85106 -0.69007 -0.193
O -4.44733 2.90934 -0.32104 -0.185
C -3.89238 2.74236 0.94958 -0.117
H -3.86205 3.01892 -7.47206 0.087
H -2.51532 2.36512 -6.52231 0.096
H -2.90048 4.11810 -6.52156 0.076
H -4.92421 1.14812 -5.52449 0.142
H -6.00809 2.42511 -6.29000 0.122
H -7.04781 1.95781 -4.22538 0.124
H -6.23829 3.47738 -3.98414 0.129
H -6.99425 1.56815 -2.07056 0.150
H -6.28839 3.35552 -1.83375 0.148
H -4.84913 0.86520 -0.94690 0.125
H -5.95750 1.62291 0.12210 0.109
H -4.59331 2.30051 1.65242 0.081
H -3.65441 3.74698 1.31671 0.090
H -2.94549 2.15662 0.97575 0.077
C 1.58263 0.41863 -3.43441 -0.066
O 1.05743 1.66668 -3.86644 -0.268
C -0.20247 1.66106 -4.54144 -0.167
C -1.35983 1.86767 -3.58073 -0.095
O -1.00626 3.10765 -2.86518 -0.244
C -2.13711 3.63765 -2.22804 -0.190
C -1.73248 4.54600 -1.07525 -0.131
O -0.58378 5.35735 -1.54789 -0.320
C -0.29142 6.46902 -0.59130 -0.029
H 2.43708 0.57297 -2.79164 0.084
H 1.93686 -0.13813 -4.24667 0.079
H 0.93750 -0.10532 -2.79424 0.051
H -0.32467 0.72382 -5.05208 0.117
H -0.13241 2.42926 -5.30268 0.112
H -1.59739 1.03790 -2.88658 0.129
H -2.26681 2.06601 -4.22185 0.127
H -2.74848 2.87175 -1.78077 0.102
H -2.72488 4.17378 -2.93950 0.129
H -1.47733 3.95008 -0.18401 0.114
H -2.59159 5.19149 -0.81854 0.134
H 0.08456 6.00266 0.35344 0.075
H -1.24802 6.92405 -0.43105 0.080
H 0.49550 7.13083 -0.98548 0.073
C 1.85326 -7.10734 5.22267 -0.117
O 1.71789 -5.77153 4.86348 -0.224
C 2.95326 -5.10303 4.59884 -0.186
C 2.69516 -3.75139 4.00506 -0.149
O 2.51793 -3.97562 2.56714 -0.122
C 2.05594 -2.85814 1.89054 -0.221
C 1.96483 -3.16921 0.37276 -0.174
O 1.15242 -4.28036 0.02566 -0.161
C -0.17279 -4.22482 0.52277 -0.088
H 2.53859 -7.19440 6.11153 0.103
H 2.23837 -7.65847 4.40885 0.077
H 0.86036 -7.42821 5.52057 0.088
H 3.59800 -5.61485 3.83599 0.146
H 3.47779 -5.10874 5.57457 0.121
H 3.53241 -3.03640 4.07734 0.136
H 1.85927 -3.21551 4.46747 0.090
H 2.75359 -1.98510 2.02346 0.132
H 1.08753 -2.50318 2.18821 0.096
H 2.96607 -3.40352 -0.00821 0.119
H 1.60923 -2.26556 -0.16867 0.107
H -0.85743 -4.65116 -0.24814 0.087
H -0.57270 -3.26194 0.68969 0.060
H -0.26010 -4.79613 1.38421 0.064
C -9.03106 -0.08648 5.93877 -0.100
O -7.93380 -0.10401 5.03475 -0.166
C -6.73357 0.21175 5.68067 -0.233
C -5.61120 -0.22861 4.84793 -0.219
O -4.41895 0.38714 5.25522 -0.110
C -3.38702 0.22558 4.27738 -0.162
C -2.33288 1.29929 4.47947 -0.216
O -2.67712 2.45378 3.78795 -0.197
C -1.81671 3.51267 4.12590 -0.104
H -8.74724 -0.57464 6.82245 0.061
H -9.91300 -0.46793 5.43922 0.090
H -9.30697 0.89668 6.34827 0.089
H -6.65892 -0.32261 6.61276 0.121
H -6.76335 1.28977 5.90817 0.145
H -5.79831 0.12055 3.82575 0.125
H -5.50660 -1.31268 4.85702 0.131
H -3.77251 0.31726 3.24936 0.110
H -2.96590 -0.81109 4.36047 0.111
H -1.36757 0.97312 4.00317 0.114
H -2.23582 1.50900 5.55149 0.134
H -1.91649 3.84830 5.19755 0.108
H -1.97518 4.28486 3.35151 0.095
H -0.79658 3.14034 3.98412 0.058
C 1.51164 -5.12190 8.19486 -0.093
O 1.21248 -3.73418 8.34129 -0.171
C 1.66760 -3.09765 7.15616 -0.222
C 1.24807 -1.63810 7.16448 -0.166
O 1.77125 -1.11914 5.94184 -0.151
C 1.13302 0.15054 5.69075 -0.170
C 1.64282 0.74488 4.40166 -0.232
O 2.91717 1.22014 4.62849 -0.161
C 3.79483 0.95640 3.57036 -0.098
H 1.17412 -5.69774 9.05306 0.098
H 2.58313 -5.22873 7.99112 0.089
H 1.04120 -5.49214 7.32379 0.046
H 1.28823 -3.67521 6.31705 0.075
H 2.75889 -3.21778 7.13394 0.134
H 1.63824 -1.03128 7.99640 0.137
H 0.12042 -1.57537 7.10752 0.138
H 1.41686 0.83695 6.51866 0.141
H 0.02611 0.07607 5.59319 0.110
H 0.95098 1.54083 4.05370 0.111
H 1.65748 -0.00993 3.62563 0.110
H 4.63312 1.58647 3.76092 0.083
H 3.41221 1.19279 2.60013 0.059
H 4.14658 -0.07567 3.57421 0.090
C -0.00989 6.12170 -4.94629 -0.049
O 0.74484 4.84604 -4.95203 -0.294
C 1.85147 4.85615 -5.96644 -0.117
C 2.70274 3.61045 -5.77902 -0.206
O 3.21138 3.52230 -4.48749 -0.210
C 4.33313 2.63088 -4.40882 -0.149
C 4.88221 2.57263 -3.03374 -0.139
O 3.79325 2.31995 -2.09301 -0.272
C 4.17408 1.94591 -0.78408 -0.067
H 0.68663 6.95598 -4.86240 0.080
H -0.70818 6.10233 -4.12150 0.080
H -0.44796 6.29893 -5.95618 0.096
H 2.48224 5.73733 -5.75567 0.123
H 1.43309 5.01540 -6.96760 0.131
H 3.52181 3.68623 -6.48617 0.131
H 2.07962 2.72462 -5.97906 0.129
H 5.15137 2.95574 -5.08538 0.134
H 3.88806 1.64961 -4.67857 0.142
H 5.32033 3.50945 -2.73265 0.127
H 5.56673 1.70540 -3.03018 0.132
H 3.31402 1.39084 -0.40743 0.077
H 4.46428 2.81464 -0.14136 0.094
H 5.07210 1.31377 -0.87705 0.085
C -1.08412 -2.76146 4.66108 -0.106
O -2.24600 -2.88875 5.44130 -0.180
C -2.21740 -4.08459 6.24366 -0.157
C -1.91464 -5.26859 5.42460 -0.249
O -2.81382 -5.35731 4.34775 -0.092
C -2.27845 -6.33731 3.52250 -0.214
C -2.89738 -6.26248 2.13154 -0.192
O -2.38442 -7.27575 1.28539 -0.163
C -2.78158 -7.07844 -0.04222 -0.137
H -1.16456 -3.45976 3.80572 0.097
H -0.14844 -2.97060 5.15873 0.054
H -1.01449 -1.72506 4.28107 0.087
H -3.23698 -4.09327 6.67548 0.143
H -1.41440 -4.04144 7.04260 0.141
H -2.04743 -6.11179 6.03748 0.120
H -0.87672 -5.29036 5.04765 0.108
H -2.32062 -7.32174 3.98278 0.133
H -1.19988 -6.18981 3.40732 0.115
H -2.77128 -5.24262 1.75523 0.088
H -3.97830 -6.41502 2.24825 0.139
H -2.29969 -6.19588 -0.53941 0.072
H -3.92869 -7.04178 -0.24607 0.123
H -2.41730 -7.94486 -0.58910 0.080
C -4.07070 -3.23449 -5.04852 -0.115
O -4.17696 -1.84035 -4.92487 -0.196
C -4.77004 -1.39383 -3.75177 -0.193
C -3.77283 -1.35458 -2.61968 -0.174
O -3.99991 -2.44151 -1.71417 -0.125
C -3.16693 -2.30789 -0.58527 -0.182
C -3.59685 -3.25459 0.53942 -0.190
O -4.92792 -3.07622 1.06211 -0.156
C -4.87623 -2.29700 2.25147 -0.111
H -5.00785 -3.75542 -5.16840 0.080
H -3.58738 -3.70869 -4.16833 0.087
H -3.39437 -3.46911 -5.93709 0.111
H -5.60410 -2.08536 -3.50662 0.147
H -5.10434 -0.40549 -3.91169 0.083
H -3.79324 -0.37255 -2.15182 0.092
H -2.76155 -1.46557 -3.07264 0.122
H -3.21965 -1.24745 -0.26379 0.119
H -2.09870 -2.50154 -0.90635 0.125
H -2.90955 -3.12537 1.34456 0.087
H -3.55857 -4.29462 0.18701 0.105
H -4.86893 -1.19587 2.04014 0.079
H -3.99896 -2.51163 2.93189 0.095
H -5.82532 -2.53995 2.75836 0.095
C 2.27756 5.84909 3.34619 -0.149
C 2.59666 4.36291 3.65792 -0.153
O 2.37557 3.70364 2.43246 -0.194
S 2.54793 4.77062 1.19021 0.589
O 1.65183 4.38571 0.17737 -0.292
O 3.93886 4.94542 1.02573 -0.182
O 1.94726 5.95111 1.99344 -0.183
H 3.12019 6.54003 3.48105 0.135
H 1.47505 6.34477 3.93285 0.145
H 1.84414 3.92777 4.30590 0.122
H 3.56409 4.23907 4.07697 0.121